# 1
# C22H47N5O7S

5 unconnected molecules or ions with the total composition C22H47N5O7S (ωB97M-V with the def2-TZVPD basis set, OMol25).

The value obtained for the lowest unoccupied orbital energy is -0.02780 Eh. As for the frontier orbital gap: 8.412 eV. As for the SMILES: C#C[C@]1(N=C=S)COC(=O)O1.COC[C@@H](C)N.COC[C@@H](C)N.COC[C@@H](C)N.COC[C@@H](C)N. The calculation puts the HOMO energy at -0.3369 Ha.

Structure (ORCA input):
```
! wB97M-V def2-TZVPD RIJCOSX def2/J DEFGRID3
* xyz 0 1
C -2.183 2.955 1.192
C -1.990 2.311 2.334
C -1.663 1.948 3.888
N -2.529 2.663 4.887
C -3.770 2.354 4.507
S -5.265 1.926 3.859
C -0.061 1.899 4.092
O 0.157 0.766 5.018
C -1.183 0.385 5.454
O -1.562 0.002 6.595
O -1.940 0.526 4.209
H -2.136 3.612 0.239
H 0.309 1.713 2.999
H 0.492 2.796 4.552
C -4.683 -2.650 -0.901
C -4.293 -1.627 0.161
C -4.961 -1.876 1.530
O -6.329 -1.472 1.599
C -7.247 -2.427 1.092
N -4.585 -0.278 -0.345
H -5.694 -2.495 -1.284
H -4.005 -2.584 -1.758
H -4.620 -3.668 -0.506
H -3.210 -1.710 0.306
H -4.439 -1.264 2.275
H -4.846 -2.918 1.852
H -6.929 -3.454 1.294
H -7.393 -2.277 0.021
H -8.210 -2.261 1.580
H -4.243 0.405 0.329
H -5.599 -0.157 -0.317
C 1.035 0.293 -2.247
C 0.641 -0.784 -1.242
C 0.110 -2.075 -1.899
O -1.232 -1.983 -2.375
C -1.360 -1.399 -3.661
N -0.332 -0.217 -0.298
H 0.171 0.789 -2.694
H 1.629 1.071 -1.755
H 1.643 -0.127 -3.054
H 1.545 -1.050 -0.683
H 0.095 -2.860 -1.134
H 0.780 -2.430 -2.691
H -0.523 -1.656 -4.317
H -1.456 -0.315 -3.573
H -2.281 -1.774 -4.112
H -0.528 -0.910 0.424
H -1.221 -0.130 -0.795
C 6.155 -3.561 -0.332
C 4.783 -3.930 0.225
C 3.851 -4.579 -0.820
O 3.265 -3.657 -1.737
C 4.093 -3.320 -2.838
N 4.175 -2.734 0.824
H 6.127 -2.673 -0.967
H 6.851 -3.345 0.485
H 6.575 -4.385 -0.916
H 4.946 -4.666 1.020
H 3.008 -5.031 -0.283
H 4.349 -5.396 -1.354
H 4.707 -4.164 -3.168
H 4.725 -2.466 -2.586
H 3.448 -3.018 -3.666
H 3.299 -3.003 1.271
H 3.877 -2.129 0.057
C 3.815 4.742 -0.284
C 2.547 3.897 -0.358
C 1.518 4.420 -1.384
O 0.774 5.554 -0.942
C 1.434 6.796 -1.125
N 1.963 3.793 0.987
H 3.661 5.687 0.241
H 4.600 4.203 0.256
H 4.195 4.966 -1.286
H 2.847 2.893 -0.678
H 0.775 3.630 -1.547
H 1.981 4.613 -2.358
H 2.040 6.812 -2.036
H 2.051 7.026 -0.254
H 0.673 7.575 -1.202
H 1.167 3.157 0.949
H 1.538 4.697 1.203
*
```



# 2
# C22H48BF4N5O3

9 unconnected molecules or ions with the total composition C22H48BF4N5O3 (ωB97M-V with the def2-TZVPD basis set, OMol25).

The value obtained for the energy above the lowest of the compared OMol25 structures with the same formula, charge and spin is 19.2 kcal/mol. The value obtained for the lowest unoccupied orbital energy is -0.00605 Eh. As for the frontier orbital gap: 9.753 eV. The calculation puts the HOMO energy at -0.3645 Ha.

Structure (ORCA input):
```
! wB97M-V def2-TZVPD RIJCOSX def2/J DEFGRID3
* xyz 0 1
C 0.556 2.229 -2.570
C -0.928 2.528 -1.977
C -0.826 2.866 -0.456
N -2.138 3.055 0.169
C -2.908 1.755 0.124
C -2.888 4.075 -0.466
C -3.965 4.618 0.454
C -3.312 4.455 1.863
C -2.022 3.634 1.546
H 0.525 1.753 -3.496
H 1.019 1.568 -2.158
H 1.078 3.143 -2.562
H -1.424 1.562 -2.098
H -1.345 3.306 -2.618
H -0.257 3.697 -0.462
H -0.330 2.189 0.237
H -3.205 1.485 -0.935
H -3.800 1.721 0.818
H -2.127 0.967 0.480
H -3.017 3.887 -1.617
H -2.115 4.890 -0.712
H -4.805 3.958 0.492
H -4.250 5.679 0.478
H -3.975 4.089 2.476
H -3.158 5.461 2.328
H -1.976 2.858 2.325
H -1.188 4.502 1.568
B 0.346 -1.044 -0.411
F 0.462 -0.071 0.458
F 1.337 -1.009 -1.337
F 0.354 -2.313 0.274
F -0.868 -1.051 -1.149
C 4.386 -2.870 -1.250
C 5.027 -1.614 -0.674
N 5.493 -0.672 -0.097
H 3.558 -2.733 -1.923
H 5.335 -3.358 -2.015
H 3.999 -3.518 -0.374
C 3.662 1.757 0.523
C 2.770 2.862 1.054
N 2.008 3.734 1.413
H 4.361 2.233 0.052
H 4.316 1.232 1.336
H 3.153 1.089 -0.210
C -0.309 -4.352 -2.302
C -0.270 -5.796 -2.373
N -0.184 -6.950 -2.499
H 0.560 -3.986 -1.799
H -0.461 -3.623 -3.147
H -1.061 -3.954 -1.844
C -2.139 -3.821 1.469
C -2.077 -5.245 0.913
N -2.001 -6.329 0.487
H -3.218 -3.737 2.019
H -1.387 -3.601 2.135
H -1.772 -2.978 0.713
C -1.585 0.207 5.066
C -0.554 -0.192 3.933
O -1.315 0.081 2.767
H -1.653 1.294 4.880
H -0.997 -0.105 5.984
H -2.548 -0.433 5.085
H -0.375 -1.317 4.092
H 0.241 0.236 3.935
H -0.602 -0.164 2.107
C 4.034 -1.776 3.115
C 2.595 -1.520 2.636
O 2.396 -0.104 2.686
H 4.226 -1.527 4.215
H 4.957 -1.552 2.545
H 4.156 -2.833 3.139
H 1.768 -2.177 2.902
H 2.495 -1.773 1.577
H 1.708 0.112 2.217
C -0.011 -1.193 -6.065
C 0.086 -1.169 -4.545
O -1.192 -1.458 -4.025
H -0.541 -0.316 -6.374
H -0.452 -2.112 -6.443
H 0.853 -1.065 -6.647
H 0.356 -0.257 -4.094
H 0.708 -1.780 -4.242
H -1.356 -1.316 -3.120
*
```



# 3
# C22H48BrCl2N2O7P

A molecular structure, C22H48BrCl2N2O7P (ωB97M-V with the def2-TZVPD basis set, OMol25).

The value obtained for the lowest unoccupied orbital energy is 0.00905 Eh. As for the frontier orbital gap: 8.369 eV. The calculation puts the HOMO energy at -0.2985 Ha.

Structure (ORCA input):
```
! wB97M-V def2-TZVPD RIJCOSX def2/J DEFGRID3
* xyz 0 1
C 2.434 -2.352 2.112
C 2.722 -2.383 0.628
O 1.504 -2.294 -0.102
C 1.668 -1.748 -1.395
C 1.722 -0.242 -1.394
O 0.572 0.316 -0.819
C 0.615 0.460 0.563
C -0.014 1.798 1.005
Br 1.236 2.581 2.357
O -1.209 1.547 1.676
C -2.378 2.192 1.314
O -2.527 3.394 1.479
C -3.552 1.328 0.833
Cl -4.047 1.766 -0.792
C -3.404 -0.172 0.961
C -2.458 -0.817 -0.051
Cl -3.034 -0.621 2.648
P -0.029 3.003 -0.392
O -0.931 2.669 -1.473
O 1.494 3.005 -0.866
O -0.261 4.458 0.182
H 1.566 -1.746 2.308
H 2.281 -3.352 2.486
H 3.277 -1.906 2.616
H 3.220 -3.308 0.356
H 3.355 -1.544 0.360
H 0.798 -2.046 -1.963
H 2.556 -2.156 -1.868
H 2.634 0.116 -0.928
H 1.744 0.079 -2.427
H 0.046 -0.314 1.060
H 1.618 0.390 0.949
H -4.355 1.628 1.484
H -4.382 -0.584 0.783
H -3.038 -1.419 -0.731
H -1.758 -1.473 0.438
H -1.954 -0.064 -0.638
H 1.964 3.661 -0.336
H -0.114 4.477 1.136
C -6.489 -6.874 2.836
C -6.526 -5.710 1.858
N -6.224 -4.434 2.476
C -6.523 -3.296 1.627
C -5.723 -3.133 0.328
C -4.965 -4.363 3.196
C -3.677 -4.666 2.420
H -7.150 -6.691 3.684
H -6.822 -7.784 2.337
H -5.484 -7.062 3.214
H -7.536 -5.647 1.443
H -5.857 -5.938 1.013
H -6.419 -2.385 2.224
H -7.585 -3.351 1.368
H -4.706 -2.788 0.517
H -6.203 -2.386 -0.309
H -5.670 -4.060 -0.243
H -5.021 -5.048 4.046
H -4.886 -3.371 3.645
H -3.770 -5.548 1.784
H -2.861 -4.854 3.120
H -3.375 -3.824 1.798
C 4.505 2.170 -2.084
C 4.655 3.403 -2.958
N 5.013 4.589 -2.204
C 4.879 5.818 -2.967
C 5.792 6.020 -4.183
C 6.207 4.476 -1.385
C 7.526 4.110 -2.078
H 3.793 2.354 -1.283
H 4.133 1.337 -2.681
H 5.453 1.855 -1.644
H 3.694 3.592 -3.442
H 5.371 3.183 -3.766
H 5.007 6.663 -2.284
H 3.841 5.878 -3.307
H 6.814 6.261 -3.892
H 5.424 6.855 -4.781
H 5.815 5.143 -4.829
H 6.013 3.729 -0.610
H 6.336 5.414 -0.839
H 7.403 3.298 -2.796
H 8.252 3.778 -1.333
H 7.967 4.960 -2.596
*
```